*A*
Formula: C3H6O2
Source: the OMol25 dataset
Level of theory: the ωB97M-V functional and the def2-TZVPD basis

Last column: natural (NBO) charge in e.
Cartesian coordinates (Å):
O  0.073  -1.517  -0.845  -0.720
C  0.885  -0.405  -0.523  -0.054
C  -0.047  0.727  -0.135  -0.553
C  -0.796  0.435  1.129  0.190
O  -2.025  0.864  1.185  -0.641
H  0.646  -2.278  -0.994  0.472
H  1.508  -0.101  -1.378  0.165
H  1.551  -0.627  0.324  0.169
H  -0.768  0.950  -0.935  0.227
H  0.541  1.635  0.062  0.247
H  -1.567  0.318  2.109  0.497

The LUMO energy is 0.031 Ha. The net charge is 0. The HOMO-LUMO gap is 9.4 eV. The value obtained for the highest occupied orbital energy is -8.62 eV.

---

*B*
Formula: C3H6O2
Source: the OMol25 dataset
Level of theory: the ωB97M-V functional and the def2-TZVPD basis

Last column: natural (NBO) charge in e.
Cartesian coordinates (Å):
O  -1.835  -0.641  -0.633  -0.696
C  -1.040  0.398  -0.251  0.225
C  1.080  0.862  0.724  -0.279
C  1.098  -0.611  0.612  -0.152
O  0.384  -0.034  -0.528  -0.443
H  -1.674  -0.796  -1.571  0.473
H  -1.129  1.307  -0.868  0.169
H  -1.287  0.635  0.800  0.211
H  1.969  1.243  0.211  0.127
H  0.443  -1.224  1.234  0.179
H  1.990  -1.139  0.270  0.185

The LUMO energy is 0.026 Ha. The net charge is 0. The HOMO-LUMO gap is 8.8 eV. The value obtained for the highest occupied orbital energy is -8.04 eV.

---

Energies in kcal/mol, measured from the most stable structure: *A* 0.0; *B* 18.2.

---

*A*
Formula: C3H6O2
Source: the OMol25 dataset
Level of theory: the ωB97M-V functional and the def2-TZVPD basis

Last column: natural (NBO) charge in e.
Cartesian coordinates (Å):
C  -0.900  1.796  0.103  -0.628
C  0.330  0.839  0.366  -0.510
C  0.072  -0.604  0.039  0.786
O  -0.949  -1.100  -0.264  -0.555
O  1.328  -1.173  -0.299  -0.714
H  -0.288  2.667  0.537  0.216
H  -1.596  1.523  0.968  0.226
H  -1.243  1.899  -0.956  0.238
H  1.184  1.111  -0.233  0.235
H  0.707  0.857  1.497  0.231
H  1.201  -2.060  -0.350  0.474

The LUMO energy is 0.030 Ha. The net charge is 0. The HOMO-LUMO gap is 11.4 eV. Its SMILES is CCC(=O)O. The value obtained for the highest occupied orbital energy is -10.62 eV.

---

*B*
Formula: C3H6O2
Source: the OMol25 dataset
Level of theory: the ωB97M-V functional and the def2-TZVPD basis

Last column: natural (NBO) charge in e.
Cartesian coordinates (Å):
C  0.392  1.255  0.819  -0.027
O  -0.738  0.774  0.443  -0.330
C  -0.977  -0.385  -0.159  -0.053
C  -0.128  -1.540  -0.029  0.298
O  -0.373  -2.613  -0.555  -0.544
H  1.277  0.633  0.875  0.175
H  0.906  1.045  -1.201  -0.025
H  0.349  2.257  1.222  0.189
H  0.512  0.461  -1.504  0.004
H  -1.989  -0.465  -0.531  0.207
H  0.770  -1.421  0.619  0.105

The LUMO energy (spin up / spin down) is -0.024 / -0.014 Ha. The net charge is 0. The HOMO-LUMO gap (spin up / spin down) is 7.8 / 8.2 eV. The value obtained for the highest occupied orbital energy (spin up / spin down) is -8.44 / -8.54 eV.

---

*C*
Formula: C3H6O2
Source: the OMol25 dataset
Level of theory: the ωB97M-V functional and the def2-TZVPD basis

Last column: natural (NBO) charge in e.
Cartesian coordinates (Å):
O  -0.307  -1.665  -1.249  -0.566
C  -0.397  -1.642  -0.036  0.640
O  -1.329  -2.384  0.676  -0.702
H  0.031  -0.875  0.649  0.131
H  -1.776  -3.060  0.067  0.497
C  0.168  1.957  0.361  -0.407
C  1.203  1.189  -0.201  -0.375
H  0.030  2.872  -0.225  0.186
H  -0.705  1.806  0.948  0.203
H  1.660  1.680  -1.045  0.206
H  1.424  0.123  0.055  0.188

The LUMO energy is 0.028 Ha. The net charge is 0. The HOMO-LUMO gap is 10.8 eV. Its SMILES is O=CO.C=C. The value obtained for the highest occupied orbital energy is -10.01 eV.

---

Energies in kcal/mol, measured from the most stable structure: *A* 0.0; *B* 91.2; *C* 25.0.

---

*A*
Formula: C3H6O2
Source: the OMol25 dataset
Level of theory: the ωB97M-V functional and the def2-TZVPD basis

Last column: natural (NBO) charge in e.
Cartesian coordinates (Å):
O  -0.490  0.498  1.531  -0.705
C  0.413  0.317  0.444  -0.022
C  0.064  0.941  -0.851  -0.529
C  0.212  -0.833  -0.420  0.150
O  -0.875  -1.676  -0.160  -0.685
H  -0.221  -0.086  2.260  0.473
H  1.473  0.677  0.344  0.204
H  -0.883  1.012  -1.365  0.216
H  0.776  1.653  -1.249  0.208
H  1.029  -1.276  -0.974  0.201
H  -1.498  -1.228  0.439  0.491

The LUMO energy is 0.025 Ha. The net charge is 0. The HOMO-LUMO gap is 9.1 eV. Its SMILES is O[C@@H]1C[C@@H]1O. The value obtained for the highest occupied orbital energy is -8.41 eV.

---

*B*
Formula: C3H6O2
Source: the OMol25 dataset
Level of theory: the ωB97M-V functional and the def2-TZVPD basis

Last column: natural (NBO) charge in e.
Cartesian coordinates (Å):
O  1.548  -0.795  0.467  -0.696
C  0.286  -0.191  0.548  0.056
C  -0.088  1.243  0.118  -0.082
O  -1.302  0.692  -0.458  -0.518
C  -0.616  -0.564  -0.591  -0.094
H  1.319  -1.682  0.147  0.466
H  -0.196  -0.364  1.521  0.161
H  -0.301  1.990  0.888  0.189
H  0.567  1.663  -0.659  0.175
H  -1.151  -1.514  -0.491  0.180
H  -0.037  -0.564  -1.528  0.164

The LUMO energy is 0.031 Ha. The net charge is 0. The HOMO-LUMO gap is 10.8 eV. The value obtained for the highest occupied orbital energy is -9.97 eV.

---

Energies in kcal/mol, measured from the most stable structure: *A* 27.9; *B* 0.0.

---

*A*
Formula: C3H6O2
Source: the OMol25 dataset
Level of theory: the ωB97M-V functional and the def2-TZVPD basis

Last column: natural (NBO) charge in e.
Cartesian coordinates (Å):
C  1.915  -0.193  -1.428  -0.299
C  0.973  0.455  -1.954  -0.205
C  -0.966  -0.397  1.528  -0.250
O  -0.871  1.255  -0.101  -0.613
O  -0.912  -0.145  0.118  -0.309
H  2.813  -0.472  -0.988  0.237
H  -0.060  -0.381  -0.346  0.541
H  0.141  1.079  -2.219  0.282
H  -0.061  -0.115  1.986  0.196
H  -1.301  -1.404  1.546  0.193
H  -1.670  0.318  1.859  0.227

The LUMO energy is 0.030 Ha. The net charge is 0. The HOMO-LUMO gap is 9.5 eV. The value obtained for the highest occupied orbital energy is -8.64 eV.

---

*B*
Formula: C3H6O2
Source: the OMol25 dataset
Level of theory: the ωB97M-V functional and the def2-TZVPD basis

Last column: natural (NBO) charge in e.
Cartesian coordinates (Å):
C  0.499  0.864  1.072  -0.729
C  -0.219  -0.453  1.105  0.444
O  -1.396  -0.566  0.860  -0.536
H  0.559  1.219  2.101  0.241
H  1.462  0.752  0.571  0.242
H  -0.067  1.563  0.456  0.232
H  0.345  -1.309  1.524  0.110
C  -0.305  -0.534  -1.917  0.278
O  0.844  -0.192  -2.004  -0.517
H  -0.625  -1.502  -1.516  0.122
H  -1.096  0.158  -2.252  0.113

The LUMO energy is 0.034 Ha. The net charge is 0. The HOMO-LUMO gap is 11.0 eV. Its SMILES is CC=O.C=O. The value obtained for the highest occupied orbital energy is -10.10 eV.

---

Energies in kcal/mol, measured from the most stable structure: *A* 141.3; *B* 0.0.

---

*A*
Formula: C3H6O2
Source: the OMol25 dataset
Level of theory: the ωB97M-V functional and the def2-TZVPD basis

Last column: natural (NBO) charge in e.
Cartesian coordinates (Å):
C  0.628  1.381  -0.113  -0.635
C  0.439  -0.057  0.356  -0.013
O  1.374  -0.966  -0.185  -0.715
C  -0.943  -0.596  -0.020  0.437
O  -1.945  0.074  -0.052  -0.512
H  1.542  1.818  0.303  0.207
H  0.706  1.421  -1.193  0.218
H  -0.240  1.969  0.221  0.238
H  0.478  -0.079  1.452  0.178
H  2.271  -0.675  0.040  0.476
H  -0.932  -1.685  -0.257  0.120

The LUMO energy is 0.025 Ha. The net charge is 0. The HOMO-LUMO gap is 10.7 eV. Its SMILES is C[C@H](O)C=O. The value obtained for the highest occupied orbital energy is -9.99 eV.

---

*B*
Formula: C3H6O2
Source: the OMol25 dataset
Level of theory: the ωB97M-V functional and the def2-TZVPD basis

Last column: natural (NBO) charge in e.
Cartesian coordinates (Å):
C  -1.232  1.077  -0.807  -0.365
C  -0.235  0.748  -0.012  -0.216
C  0.380  -0.622  0.048  0.330
O  0.022  -1.297  1.226  -0.712
O  1.772  -0.467  -0.036  -0.721
H  -1.668  0.369  -1.493  0.193
H  -1.662  2.064  -0.800  0.201
H  0.202  1.457  0.674  0.200
H  0.001  -1.258  -0.766  0.144
H  0.232  -0.735  1.984  0.469
H  2.187  -1.336  -0.016  0.478

The LUMO energy is 0.034 Ha. The net charge is 0. The HOMO-LUMO gap is 11.1 eV. Its SMILES is C=CC(O)O. The value obtained for the highest occupied orbital energy is -10.17 eV.

---

Energies in kcal/mol, measured from the most stable structure: *A* 0.0; *B* 5.5.

---

*A*
Formula: C3H6O2
Source: the OMol25 dataset
Level of theory: the ωB97M-V functional and the def2-TZVPD basis

Last column: natural (NBO) charge in e.
Cartesian coordinates (Å):
C  -0.316  1.207  -1.257  -0.310
C  -0.369  -0.015  -0.686  -0.307
C  -0.658  -0.201  0.676  0.320
O  -0.860  -1.347  1.271  -0.602
O  1.935  -0.761  0.927  -0.818
H  -0.102  1.335  -2.302  0.205
H  -0.476  2.098  -0.677  0.190
H  -0.192  -0.900  -1.281  0.217
H  -0.845  0.654  1.314  0.186
H  -0.501  -2.081  0.748  0.501
H  2.384  0.012  1.268  0.419

The LUMO energy (spin up / spin down) is -0.012 / -0.046 Ha. The net charge is 0. The HOMO-LUMO gap (spin up / spin down) is 9.5 / 5.9 eV. The value obtained for the highest occupied orbital energy (spin up / spin down) is -9.79 / -7.21 eV.

---

*B*
Formula: C3H6O2
Source: the OMol25 dataset
Level of theory: the ωB97M-V functional and the def2-TZVPD basis

Last column: natural (NBO) charge in e.
Cartesian coordinates (Å):
C  0.402  1.167  0.828  -0.262
O  0.712  0.698  -0.403  -0.512
C  0.387  -0.638  -0.492  -0.175
C  -1.015  -0.892  -0.942  0.415
O  -1.983  -0.147  -1.005  -0.510
H  0.703  2.244  0.855  0.200
H  1.265  0.747  1.650  0.148
H  -0.658  1.123  1.125  0.192
H  0.971  -1.177  -1.227  0.213
H  0.388  -1.129  0.519  0.204
H  -1.170  -1.995  -0.909  0.087

The LUMO energy is 0.031 Ha. The net charge is 0. The HOMO-LUMO gap is 10.6 eV. Its SMILES is COCC=O. The value obtained for the highest occupied orbital energy is -9.70 eV.

---

Energies in kcal/mol, measured from the most stable structure: *A* 50.0; *B* 0.0.